# 1
Molecular formula: C37H29N7O3Sn
Method: DFT, ωB97M-V with the def2-TZVPD basis set

```
! wB97M-V def2-TZVPD RIJCOSX def2/J DEFGRID3
* xyz 0 1
Sn -0.09 -0.12 -0.63
C -2.70 1.24 2.71
C -2.53 0.37 3.79
C -1.85 -0.80 3.62
C -1.29 -1.10 2.37
N -1.41 -0.25 1.35
C -2.13 0.88 1.51
N -0.71 -2.34 2.20
C 0.38 -2.49 1.54
N 1.19 -1.52 1.02
C 2.34 -2.17 0.55
N 3.45 -1.66 0.16
C 3.59 -0.27 0.12
C 4.56 0.32 0.93
C 4.74 1.68 0.87
C 3.97 2.43 -0.02
C 3.06 1.75 -0.80
N 2.87 0.43 -0.75
C 2.17 -3.64 0.68
C 2.98 -4.69 0.30
C 2.52 -5.98 0.58
C 1.29 -6.18 1.21
C 0.49 -5.11 1.59
C 0.96 -3.84 1.31
H -3.27 2.15 2.79
H -2.96 0.61 4.76
H -1.73 -1.52 4.42
H -2.25 1.48 0.63
H 5.15 -0.31 1.59
H 5.48 2.16 1.50
H 4.09 3.50 -0.11
H 2.43 2.28 -1.50
H 3.93 -4.52 -0.18
H 3.12 -6.83 0.29
H 0.96 -7.19 1.41
H -0.46 -5.25 2.09
C -2.13 4.28 -1.95
C -2.11 5.11 -0.85
C -1.29 4.79 0.22
C -0.52 3.63 0.15
N -0.55 2.83 -0.91
C -1.34 3.14 -1.93
C 0.37 3.20 1.27
C 0.78 4.09 2.26
C 1.58 3.62 3.29
C 1.95 2.29 3.29
C 1.51 1.48 2.26
N 0.75 1.92 1.27
H -2.76 4.49 -2.81
H -2.72 6.00 -0.81
H -1.28 5.41 1.11
H -1.36 2.43 -2.75
H 0.50 5.13 2.22
H 1.92 4.30 4.06
H 2.58 1.88 4.08
H 1.78 0.43 2.21
C -6.95 1.56 -2.00
O -6.74 0.33 -2.68
C -5.50 -0.23 -2.63
C -5.38 -1.46 -3.32
C -4.16 -2.08 -3.31
C -3.03 -1.56 -2.65
C -1.79 -2.31 -2.69
C -1.67 -3.55 -3.54
O -0.78 -2.01 -2.03
C -3.16 -0.33 -1.95
O -2.21 0.26 -1.31
C -4.43 0.32 -1.97
H -7.99 1.82 -2.16
H -6.31 2.34 -2.41
H -6.76 1.45 -0.93
H -6.24 -1.87 -3.82
H -4.08 -3.02 -3.83
H -2.13 -3.45 -4.52
H -2.14 -4.39 -3.03
H -0.61 -3.77 -3.66
H -4.49 1.25 -1.43
*
```

The calculation puts the energy above the lowest of the compared OMol25 structures with the same formula, charge and spin at 0.000 eV. The calculation puts the HOMO energy at -7.52 eV. The value obtained for the orbital gap is 0.276 Ha. Its calculated total energy is -2250.75929 hartree.

# 2
Molecular formula: C37H30BrCl2N5O4PbSe
Method: DFT, ωB97M-V with the def2-TZVPD basis set

```
! wB97M-V def2-TZVPD RIJCOSX def2/J DEFGRID3
* xyz -2 1
Pb -1.27 -0.48 0.32
Cl -5.57 1.43 5.39
C -4.96 0.69 3.92
C -3.66 0.17 3.96
C -3.23 -0.49 2.83
N -1.85 -0.79 2.59
C -1.11 -1.20 3.61
O -1.44 -1.43 4.81
C 0.33 -1.36 3.22
C 1.28 -1.65 4.22
C 2.60 -1.68 3.87
C 3.05 -1.50 2.60
C 2.07 -1.23 1.63
N 0.79 -1.17 1.94
C -4.02 -0.69 1.73
C -5.34 -0.22 1.73
C -5.80 0.48 2.86
Cl -7.44 1.06 2.92
N -3.40 -1.27 0.60
C -4.12 -2.14 -0.13
O -5.31 -2.48 -0.05
C -3.24 -2.83 -1.18
C -3.90 -3.45 -2.26
C -3.18 -4.08 -3.22
C -1.75 -4.03 -3.12
C -1.19 -3.41 -2.03
N -1.92 -2.77 -1.07
H -2.99 0.23 4.80
H 0.76 -1.76 5.19
H 3.37 -1.83 4.60
H 4.08 -1.56 2.26
H 2.36 -1.12 0.59
H -5.98 -0.26 0.80
H -4.96 -3.37 -2.32
H -3.66 -4.55 -4.11
H -1.12 -4.46 -3.92
H -0.12 -3.33 -1.91
C 3.98 2.04 -5.72
C 3.75 0.86 -4.80
C 4.74 0.35 -3.97
C 4.49 -0.79 -3.17
C 5.60 -1.28 -2.24
C 3.25 -1.46 -3.25
Se 2.94 -3.04 -2.28
C 2.26 -0.93 -4.07
C 0.87 -1.47 -4.11
C 2.51 0.21 -4.83
H 3.06 2.64 -5.77
H 4.17 1.76 -6.76
H 4.79 2.54 -5.26
H 5.74 0.85 -4.01
H 6.40 -0.52 -2.15
H 6.13 -2.17 -2.76
H 5.25 -1.58 -1.26
H 0.38 -1.29 -3.14
H 0.83 -2.54 -4.25
H 0.24 -0.93 -4.81
H 1.72 0.67 -5.42
Br -1.91 2.44 -2.28
C -0.20 2.35 -1.41
C 0.95 1.95 -2.12
C 2.16 1.84 -1.47
C 2.27 2.07 -0.13
C 1.14 2.34 0.62
C -0.10 2.45 -0.02
C -1.36 2.74 0.74
O -1.49 3.89 1.16
O -2.16 1.73 0.81
H 0.88 1.75 -3.18
H 3.00 1.48 -2.09
H 3.22 1.95 0.40
H 1.30 2.48 1.73
C -1.94 3.86 5.15
C -0.72 3.16 4.54
C 0.42 4.07 4.68
N 1.33 4.75 4.87
H -2.87 3.31 4.96
H -1.99 4.82 4.66
H -1.74 4.08 6.21
H -0.92 2.89 3.45
H -0.54 2.23 5.09
*
```

The calculation puts the energy above the lowest of the compared OMol25 structures with the same formula, charge and spin at 0.232 eV. The calculation puts the HOMO energy at -1.89 eV. The value obtained for the orbital gap is 0.220 Ha. Its calculated total energy is -8091.56324 hartree.

# 3
Molecular formula: C37H30N2OPReS2
Method: DFT, ωB97M-V with the def2-TZVPD basis set

```
! wB97M-V def2-TZVPD RIJCOSX def2/J DEFGRID3
* xyz 1 2
Re -0.40 1.12 -0.78
S -0.81 3.01 -2.00
C -2.44 2.84 -2.64
C -3.09 3.92 -3.23
C -4.37 3.76 -3.73
C -5.01 2.52 -3.64
C -4.36 1.44 -3.06
C -3.08 1.60 -2.56
S -2.23 0.24 -1.83
H -2.59 4.88 -3.30
H -4.88 4.60 -4.18
H -6.01 2.40 -4.03
H -4.85 0.48 -3.00
C -0.81 5.76 2.14
C 0.35 5.21 1.61
C 0.37 3.87 1.23
C -0.76 3.09 1.39
C -1.92 3.64 1.94
C -1.94 4.97 2.31
N -0.78 1.71 0.98
C -1.26 0.82 2.01
C -0.71 0.93 3.29
C -1.12 0.07 4.29
C -2.09 -0.89 4.03
C -2.64 -0.99 2.76
C -2.23 -0.14 1.75
H -0.82 6.80 2.43
H 1.24 5.81 1.49
H 1.28 3.44 0.83
H -2.80 3.02 2.06
H -2.84 5.40 2.72
H 0.03 1.69 3.49
H -0.69 0.16 5.27
H -2.41 -1.56 4.82
H -3.41 -1.72 2.56
H -2.67 -0.21 0.76
O -0.06 -0.92 -0.18
P 1.13 -1.87 -0.34
C 1.69 -1.87 -2.04
C 0.73 -2.20 -3.00
C 1.05 -2.14 -4.35
C 2.33 -1.75 -4.74
C 3.28 -1.41 -3.79
C 2.96 -1.46 -2.44
C 2.48 -1.45 0.76
C 3.66 -2.20 0.76
C 4.67 -1.90 1.65
C 4.51 -0.85 2.55
C 3.34 -0.12 2.57
C 2.32 -0.42 1.67
C 0.57 -3.51 0.08
C -0.37 -3.65 1.10
C -0.77 -4.91 1.50
C -0.24 -6.04 0.89
C 0.69 -5.90 -0.13
C 1.10 -4.64 -0.54
H -0.26 -2.50 -2.70
H 0.31 -2.39 -5.09
H 2.58 -1.70 -5.79
H 4.27 -1.10 -4.10
H 3.70 -1.19 -1.70
H 3.77 -3.04 0.07
H 5.58 -2.48 1.65
H 5.30 -0.62 3.25
H 3.21 0.68 3.28
H 1.39 0.14 1.70
H -0.79 -2.76 1.57
H -1.51 -5.02 2.29
H -0.56 -7.02 1.20
H 1.10 -6.78 -0.61
H 1.82 -4.54 -1.34
N 2.65 1.92 -1.30
C 1.55 1.63 -1.08
H 3.56 2.29 -1.45
*
```

The calculation puts the energy above the lowest of the compared OMol25 structures with the same formula, charge and spin at 0.550 eV. The calculation puts the HOMO energy (alpha / beta) at -10.00 / -10.50 eV. The value obtained for the orbital gap (alpha / beta) is 0.221 / 0.242 Ha. Its calculated total energy is -2828.59398 hartree.

# 4
Molecular formula: C37H31BrN3O5S2W
Method: DFT, ωB97M-V with the def2-TZVPD basis set

```
! wB97M-V def2-TZVPD RIJCOSX def2/J DEFGRID3
* xyz 1 3
W 0.10 -0.84 1.39
C -2.80 -0.69 4.82
C -2.02 -1.16 3.63
N -1.12 -0.38 3.10
N -0.96 0.84 3.76
C 0.11 1.48 3.47
S 1.34 0.95 2.33
S 0.42 2.95 4.40
C 0.53 4.16 3.03
C -0.80 4.34 2.35
C -1.76 5.18 2.91
C -3.00 5.32 2.31
C -3.30 4.62 1.15
C -2.35 3.78 0.59
C -1.10 3.64 1.18
C -2.21 -2.53 3.15
C -3.36 -3.25 3.50
C -3.53 -4.58 3.18
C -2.51 -5.26 2.51
C -1.36 -4.59 2.16
C -1.21 -3.23 2.44
O -0.06 -2.67 2.01
H -2.86 0.39 4.84
H -2.28 -1.02 5.73
H -3.80 -1.12 4.84
H 1.31 3.86 2.34
H 0.85 5.08 3.52
H -1.53 5.73 3.81
H -3.74 5.98 2.75
H -4.27 4.73 0.69
H -2.58 3.24 -0.32
H -0.36 2.99 0.74
H -4.17 -2.76 4.02
H -4.44 -5.09 3.45
H -2.62 -6.31 2.27
H -0.56 -5.08 1.63
C 5.10 -1.27 -5.56
O 4.33 -1.03 -4.38
C 3.16 -0.36 -4.51
C 2.70 0.17 -5.72
C 1.48 0.84 -5.78
C 0.70 0.98 -4.65
C 1.15 0.46 -3.45
C 2.37 -0.20 -3.37
N 2.71 -0.71 -2.09
C 3.86 -1.11 -1.63
C 4.07 -1.59 -0.31
C 5.39 -1.97 0.04
C 5.68 -2.44 1.29
C 4.65 -2.54 2.23
C 3.35 -2.19 1.92
C 3.03 -1.70 0.65
O 1.80 -1.36 0.31
H 5.96 -1.85 -5.23
H 5.43 -0.33 -6.00
H 4.53 -1.84 -6.29
H 3.29 0.07 -6.61
H 1.15 1.24 -6.73
H -0.25 1.50 -4.70
H 0.56 0.56 -2.55
H 1.95 -0.73 -1.40
H 4.70 -1.06 -2.30
H 6.17 -1.87 -0.71
H 6.69 -2.73 1.55
H 4.87 -2.92 3.22
H 2.57 -2.29 2.66
Br -2.53 3.37 -4.34
C -2.97 1.88 -3.25
C -4.17 1.22 -3.45
C -4.49 0.13 -2.65
C -3.62 -0.29 -1.66
C -2.42 0.39 -1.48
C -2.09 1.48 -2.27
C -1.48 -0.06 -0.45
O -0.31 0.43 -0.32
O -1.77 -0.98 0.39
H -4.85 1.55 -4.22
H -5.43 -0.39 -2.80
H -3.86 -1.14 -1.03
H -1.16 2.02 -2.11
*
```

The calculation puts the energy above the lowest of the compared OMol25 structures with the same formula, charge and spin at 0.008 eV. The calculation puts the HOMO energy (alpha / beta) at -10.07 / -10.75 eV. The value obtained for the orbital gap (alpha / beta) is 0.252 / 0.271 Ha. Its calculated total energy is -5406.40205 hartree.

# 5
Molecular formula: C37H31F5N2O3
Method: DFT, ωB97M-V with the def2-TZVPD basis set

```
! wB97M-V def2-TZVPD RIJCOSX def2/J DEFGRID3
* xyz 0 1
C 0.08 -3.35 5.60
N -0.05 -2.06 4.95
C 1.04 -1.28 4.72
O 2.22 -1.59 4.98
C 0.52 0.01 4.04
C 1.43 0.57 2.97
C 2.87 0.70 3.41
C 3.89 -0.04 2.81
F 3.57 -0.90 1.79
C 5.21 0.01 3.25
F 6.14 -0.75 2.66
C 5.54 0.85 4.31
F 6.81 0.91 4.74
C 4.56 1.63 4.90
F 4.88 2.46 5.90
C 3.24 1.55 4.45
F 2.29 2.30 5.06
N -0.83 -0.41 3.62
C -1.57 0.38 2.82
C -2.94 0.45 2.77
C -3.76 0.10 1.50
C -5.21 -0.36 1.89
C -6.15 -0.80 0.94
C -7.51 -0.90 1.24
C -7.96 -0.68 2.55
C -7.01 -0.41 3.55
C -5.66 -0.22 3.21
C -1.31 -1.57 4.36
C -1.93 -2.62 3.45
C -2.29 -1.17 5.47
H 1.12 -3.47 5.95
H -0.62 -3.41 6.45
H -0.16 -4.16 4.88
H 0.47 0.78 4.86
H 1.39 -0.09 2.09
H 1.05 1.56 2.68
H -1.05 1.13 2.25
H -3.44 1.12 3.44
H -3.80 1.16 0.98
H -5.88 -1.12 -0.08
H -8.24 -1.09 0.44
H -9.02 -0.76 2.81
H -7.32 -0.30 4.59
H -4.94 0.01 3.98
H -1.20 -2.98 2.72
H -2.29 -3.47 4.05
H -2.77 -2.18 2.91
H -1.80 -0.48 6.18
H -3.13 -0.66 5.01
H -2.63 -2.06 6.01
C 1.30 -1.11 -1.84
C 0.24 -0.63 -2.63
C -1.06 -0.52 -2.13
C -1.32 -0.84 -0.76
C -2.59 -0.63 -0.15
C -3.69 0.43 -0.17
C -3.48 1.68 -1.12
C -4.43 1.73 -2.31
C -3.85 1.77 -3.59
C -4.63 1.72 -4.75
C -6.04 1.65 -4.65
C -6.64 1.63 -3.38
C -5.84 1.61 -2.22
O -2.58 2.50 -0.93
O -2.84 -1.10 1.10
C -0.23 -1.36 0.02
C 1.04 -1.47 -0.50
H 2.32 -1.21 -2.25
H 0.46 -0.33 -3.66
H -1.89 -0.26 -2.75
H -4.60 -0.06 -0.46
H -2.77 1.80 -3.66
H -4.15 1.71 -5.73
H -6.66 1.56 -5.57
H -7.73 1.58 -3.32
H -6.32 1.51 -1.25
H -0.43 -1.69 1.02
H 1.88 -1.82 0.11
*
```

The calculation puts the HOMO energy at -5.38 eV. The value obtained for the orbital gap is 0.186 Ha. Its calculated total energy is -2262.70669 hartree.

# 6
Molecular formula: C37H32BrN2O8
Method: DFT, ωB97M-V with the def2-TZVPD basis set

```
! wB97M-V def2-TZVPD RIJCOSX def2/J DEFGRID3
* xyz -1 1
C 1.67 2.26 0.62
C 0.74 2.75 -0.47
O 0.60 3.91 -0.77
O 0.04 1.74 -1.08
C -1.32 1.72 -0.48
C -2.07 0.56 -1.10
C -2.91 -0.28 -0.13
C -3.69 0.49 0.93
C -4.96 1.20 0.45
C -4.81 2.69 0.31
Br -6.72 3.45 0.28
N -4.17 3.11 -0.88
N -4.80 2.62 -2.09
C -4.11 3.35 1.54
O -4.63 3.14 2.65
O -3.09 3.99 1.29
H 1.20 1.41 1.09
H 2.60 1.97 0.14
H 1.82 3.05 1.34
H -1.78 2.66 -0.74
H -1.19 1.64 0.59
H -2.63 0.90 -1.96
H -1.31 -0.10 -1.51
H -2.28 -1.03 0.36
H -3.63 -0.84 -0.73
H -4.01 -0.24 1.66
H -3.02 1.15 1.47
H -5.73 1.03 1.19
H -5.36 0.77 -0.46
H -4.16 4.11 -0.90
H -4.58 1.64 -2.20
H -4.30 3.07 -2.84
C -8.12 -6.37 -0.45
C -7.86 -5.02 -0.28
C -6.56 -4.55 -0.31
C -5.51 -5.43 -0.50
C -5.77 -6.80 -0.66
C -7.08 -7.26 -0.64
C -4.65 -7.77 -0.82
O -4.87 -8.96 -0.96
C -3.26 -7.25 -0.81
C -2.20 -8.15 -0.90
C -0.89 -7.68 -0.90
C -0.64 -6.31 -0.81
C -1.69 -5.42 -0.71
C -3.00 -5.88 -0.70
C -4.12 -4.91 -0.55
O -3.90 -3.72 -0.47
H -9.14 -6.73 -0.44
H -8.68 -4.32 -0.12
H -6.36 -3.49 -0.18
H -7.28 -8.32 -0.77
H -2.39 -9.21 -0.98
H -0.07 -8.38 -0.97
H 0.38 -5.95 -0.82
H -1.50 -4.36 -0.63
C 4.38 5.36 1.10
C 4.84 6.06 -0.01
C 6.10 5.81 -0.52
C 6.92 4.87 0.09
C 6.47 4.18 1.22
C 5.19 4.42 1.71
C 7.34 3.19 1.91
O 6.95 2.59 2.89
C 8.72 2.97 1.38
C 9.57 2.10 2.04
C 10.85 1.88 1.55
C 11.27 2.52 0.39
C 10.43 3.39 -0.27
C 9.15 3.63 0.23
C 8.27 4.60 -0.48
O 8.64 5.16 -1.49
H 3.39 5.55 1.49
H 4.20 6.80 -0.48
H 6.46 6.35 -1.38
H 4.84 3.88 2.58
H 9.24 1.60 2.94
H 11.51 1.20 2.07
H 12.27 2.34 0.01
H 10.76 3.90 -1.16
*
```

The calculation puts the HOMO energy at -4.72 eV. The value obtained for the orbital gap is 0.184 Ha. Its calculated total energy is -4714.68416 hartree.